No. 1
170
Properties=species:S:1:pos:R:3 method="wB97M-V/def2-TZVPD" multiplicity=1 smiles="FC(F)C(F)(F)C(F)(F)C(F)(F)COCC[PH3]CCc1ccccc1.O=[N+]([O-])c1ccccc1.O=[N+]([O-])c1ccccc1.O=[N+]([O-])c1ccccc1.O=[N+]([O-])c1ccccc1.O=[N+]([O-])c1ccccc1.O=[N+]([O-])c1ccccc1.O=[N+]([O-])c1ccccc1.O=[N+]([O-])c1ccccc1.O=[N+]([O-])c1ccccc1" lumo_ev=-0.97 e_homo_ev=-7.738 total_charge=0 max_force_ha_per_bohr=0.047 total_energy_ev=-155904.5226
P -0.2779 1.9582 -0.7062
F 5.9376 3.0363 -3.5121
F 7.0644 -2.2980 -2.9050
F 8.4173 0.9373 -2.8628
F 6.3184 -0.8989 -1.2538
F 6.2518 1.1175 -4.9452
F 5.1543 -0.3307 -3.7206
F 6.2091 1.9710 -1.5314
F 7.9610 -0.5879 -4.3709
O -9.8372 -0.5571 5.4206
O 9.2447 -6.5271 3.3780
O 7.6834 -5.6599 4.5849
O -4.8510 -3.6233 -6.1978
O 1.7329 7.7316 2.9492
O 0.6646 0.1746 1.0832
O 0.8428 1.3912 2.8558
O -7.2517 -0.6489 -1.2698
O -7.4201 1.2332 -2.2984
O -8.3648 -1.4476 4.1211
O -4.9737 6.4797 5.7379
O -4.1901 -1.9013 -5.0798
O 3.5324 3.0844 -2.1691
O 14.4923 -3.0153 -7.0008
O 1.1817 6.0307 1.7457
O -3.6984 5.4708 4.3226
O -2.8925 -6.7213 6.8257
O -2.4558 -5.9502 4.8601
O 13.8895 -3.8456 -5.1050
N -4.0570 -3.0453 -5.4748
N -3.1637 -6.0476 5.8486
N -3.9670 6.4051 5.0558
N 0.6847 0.3220 2.2977
N -9.3035 -0.6991 4.3363
N -7.5217 0.0213 -2.2522
N 13.7070 -3.1367 -6.0785
N 8.2974 -5.7805 3.5404
N 1.9225 6.6048 2.5208
C -10.8533 0.9860 3.4172
C -2.3844 9.6548 6.0016
C 4.0675 1.8303 -2.5353
C -4.1596 2.1874 -3.6680
C -0.7974 -3.8532 -3.8403
C -4.7769 -4.5352 4.7586
C -5.2390 -5.3531 6.9857
C 0.5083 -0.8691 3.1328
C -11.3123 1.7477 2.3520
C -1.5053 -5.7541 -5.1397
C 10.3797 -1.7153 -5.1423
C -2.3364 0.5165 -4.2618
C -8.5480 -2.7161 -4.5749
C -1.8739 7.4888 4.3289
C 11.0263 -0.8336 -7.2900
C 8.5281 -5.0882 1.1849
C 3.9858 6.5100 3.8675
C 1.3438 1.8598 -1.7580
C -8.2629 0.0523 -4.6016
C 0.5026 -0.7390 4.5144
C 2.3639 2.9681 -1.3414
C -8.8180 -1.9963 -5.7319
C -2.8573 -3.7795 -5.0572
C 7.8676 -4.9645 2.3985
C -1.2444 9.6378 5.2069
C 5.1340 5.8438 4.2704
C 7.4658 0.0345 -3.2275
C 0.3601 -2.1103 2.5282
C 5.6247 1.9112 -2.7766
C 0.3551 -1.8718 5.3017
C 6.0878 0.6740 -3.6460
C 3.3918 4.6290 2.4724
C 8.1323 -4.3001 0.1134
C -5.9589 -3.8096 4.7833
C 10.1191 -0.9022 -6.2398
C 7.0858 -3.3983 0.2629
C 3.1264 5.8969 2.9672
C 5.4138 4.5770 3.7723
C 0.2161 -3.1199 4.7064
C -3.3102 1.5078 -4.6278
C -2.9610 0.8880 -1.8807
C 11.5521 -2.4567 -5.0921
C -9.2407 -0.0672 1.9580
C 12.4556 -2.3728 -6.1416
C -8.6785 -0.6142 -5.7446
C -6.7759 -3.8492 5.9061
C -1.9418 -3.1650 -4.2176
C 6.8146 -4.0742 2.5548
C -0.9875 8.5556 4.3738
C 7.3080 -1.1461 -2.1698
C -1.9527 1.8698 0.2367
C -10.7365 1.6044 1.0945
C -2.6529 -5.0722 -5.5182
C 12.2011 -1.5704 -7.2437
C -2.8265 0.6563 -0.3343
C -7.9860 -0.6767 -3.4542
C -3.9702 1.8649 -2.2715
C -9.7058 0.6940 0.8977
C -3.2760 8.5927 5.9593
C -3.0147 7.5199 5.1189
C 6.4260 -3.2874 1.4803
C -9.8148 0.0888 3.2105
C -6.4187 -4.6222 7.0045
C 4.5426 3.9693 2.8768
C -2.1541 0.1926 -2.8639
C 0.2157 -3.2387 3.3219
C -0.5777 -5.1442 -4.3043
C -8.1293 -2.0565 -3.4290
C -4.4243 -5.2977 5.8632
H -11.3062 1.1048 4.3927
H -0.0974 8.5450 3.7568
H -6.2430 -3.2084 3.9286
H 8.6423 -4.3859 -0.8388
H -0.3446 0.5224 -0.8147
H -4.9287 2.9269 -3.9721
H 11.7478 -3.0871 -4.2347
H 0.3519 -1.7831 6.3809
H -8.1565 1.1289 -4.6208
H 6.2952 -3.9814 3.4996
H 5.8139 6.3132 4.9705
H -1.7059 0.0084 -5.0236
H 5.6095 -2.5842 1.5922
H 2.7198 4.1463 1.7748
H -2.2915 -0.2912 -0.0854
H 2.5975 2.8657 -0.2478
H -0.5532 10.4724 5.2362
H 6.3155 4.0617 4.0828
H -0.8667 2.7459 -1.7549
H -0.0735 -3.3816 -3.1866
H -4.1452 -4.4952 3.8809
H -1.8266 1.8126 1.3474
H -11.0925 2.2050 0.2653
H 0.3582 -2.2124 1.4508
H 0.1083 -4.0042 5.3239
H -7.9178 -2.6256 -2.5333
H -8.6604 -3.7931 -4.5682
H 4.7630 2.9813 2.4914
H 10.8184 -0.2014 -8.1444
H -4.5897 2.3520 -1.4871
H -2.1043 -2.1594 -3.8544
H -12.1171 2.4568 2.5020
H -8.4341 -0.7698 1.7943
H -3.3700 -5.5548 -6.1691
H 6.7834 -2.7805 -0.5702
H 8.2659 -1.3438 -1.6250
H 9.6750 -1.7696 -4.3286
H 9.2074 -0.3199 -6.2764
H -1.4022 -0.5391 -2.4967
H 3.7773 7.4974 4.2580
H -3.4082 1.7574 -5.7079
H 3.9340 1.0257 -1.7668
H -2.5796 10.4988 6.6518
H -4.9684 -5.9517 7.8455
H -1.6659 6.6502 3.6769
H -4.1626 8.6157 6.5792
H 0.6129 0.2283 4.9869
H 0.3935 2.5614 0.3969
H -3.8381 0.6803 0.1481
H 1.8184 3.9475 -1.4419
H -8.8911 -0.0564 -6.6482
H 3.5638 1.5245 -3.4933
H 9.3462 -5.7857 1.0609
H -9.1374 -2.5151 -6.6283
H 12.9028 -1.5078 -8.0650
H 0.1054 -4.2129 2.8620
H 1.7166 0.8108 -1.6555
H 0.3208 -5.6771 -4.0145
H -2.5178 2.7950 -0.0727
H 1.0748 2.0045 -2.8408
H -7.6945 -3.2743 5.9247
H -1.3319 -6.7611 -5.4984
H -9.2597 0.5821 -0.0822
H -7.0591 -4.6520 7.8774

---

No. 2
17
Properties=species:S:1:pos:R:3 method="wB97M-V/def2-TZVPD" multiplicity=2 lumo_ev="3.88 / 4.11" e_homo_ev="-1.530 / -1.511" total_charge=-2 max_force_ha_per_bohr=0.041 relative_energy_kcal_mol=17.1 total_energy_ev=-102699.3499
Pt -0.3130 -1.1125 0.4433
Sb -2.5960 -1.9045 -1.8895
Cl -0.0113 3.1291 3.4045
Cl 3.0573 -0.0303 6.4959
Cl 2.7183 -2.3629 4.4683
Cl 1.7419 2.7328 5.9303
S -2.6146 -4.0102 -2.8268
S -2.4392 -2.2775 0.5671
S -0.1870 -1.2082 -1.8826
O 1.1004 -1.6389 2.1092
O -0.1711 0.7366 1.6869
C 1.2233 -0.6938 2.9667
C 0.7491 1.5970 3.6744
C 2.1296 0.2063 5.0553
C 1.9704 -0.8335 4.1418
C 1.5297 1.4262 4.8157
C 0.5590 0.5810 2.7346

---

No. 3
48
Properties=species:S:1:pos:R:3 method="wB97M-V/def2-TZVPD" multiplicity=1 lumo_ev=-0.60 e_homo_ev=-10.992 total_charge=0 max_force_ha_per_bohr=0.134 relative_energy_kcal_mol=28.3 total_energy_ev=-149802.8066
S 8.0803 -15.5191 6.6996
S 8.3583 -16.4163 1.1055
S 6.3872 -13.6406 6.9154
S 4.0544 -16.9779 3.1812
S 5.6596 -18.6506 4.3194
S 8.5034 -14.1362 2.4016
F 10.9056 -15.2136 2.8760
F 3.4456 -19.5250 5.7275
F 7.1281 -18.7340 1.3039
F 5.3024 -20.5239 6.1811
F 10.9745 -13.2757 1.9821
F 4.2706 -12.3819 5.8663
F 2.7032 -14.7524 3.9689
F 7.1061 -16.0262 9.1820
F 8.8716 -18.6765 2.5428
F 4.0439 -12.8885 7.9486
F 4.7176 -14.3950 3.2755
F 10.4775 -13.4277 4.0508
F 4.9495 -18.5272 6.9040
F 3.9184 -14.4178 6.3731
F 9.1649 -18.7819 0.4123
F 3.0345 -14.8391 1.8786
F 8.9869 -16.9905 8.6938
F 7.1011 -17.6975 7.8569
O 5.2781 -19.5009 3.2423
O 8.5922 -16.4439 5.7045
O 8.4492 -13.6183 1.0709
O 6.9871 -12.6112 6.1354
O 6.7533 -13.5875 8.3168
O 2.8475 -17.7275 3.4384
O 4.5782 -17.1797 1.8766
O 9.6429 -16.0773 0.5375
O 7.0467 -18.5645 4.7160
O 8.9450 -14.4501 7.0702
O 7.6236 -13.5424 3.4029
O 7.1932 -16.1504 0.2979
N 5.0506 -17.0109 4.3548
N 6.4833 -15.0333 6.1586
N 8.2513 -15.8857 2.6154
C 4.7320 -19.3865 5.8806
C 8.3576 -18.3093 1.3336
C 10.3521 -14.0050 2.8755
C 3.5867 -15.0896 3.0365
C 7.8021 -16.6587 8.2782
C 4.5509 -13.2778 6.7994
Li 6.9200 -15.6335 4.0424
Li 9.3724 -17.0170 3.8769
Li 5.0448 -16.3801 6.1588

---

No. 4
16
Properties=species:S:1:pos:R:3 method="wB97M-V/def2-TZVPD" multiplicity=2 lumo_ev="4.54 / 4.47" e_homo_ev="0.099 / -2.144" total_charge=-1 max_force_ha_per_bohr=0.021 relative_energy_kcal_mol=2.7 total_energy_ev=-6382.0050
C 1.6321 1.6129 1.5282
C -0.3402 -2.0312 -0.3694
C -0.1639 0.3844 0.1933
C -1.5242 -0.3735 -1.7483
C 0.9198 0.3615 1.0746
C -0.6834 -0.7123 -0.5450
H 1.8972 2.2453 0.6729
H 0.9808 2.2537 2.1608
H -1.9146 0.6506 -1.6901
H -2.3921 -1.0389 -1.7719
H 0.2113 -2.3795 0.4900
H -0.6975 -2.7852 -1.0653
H -0.5257 1.3580 -0.1403
H 1.0394 -0.4887 1.7478
H -0.9340 -0.3931 -2.6675
H 2.4950 1.3361 2.1303

---

No. 5
16
Properties=species:S:1:pos:R:3 method="wB97M-V/def2-TZVPD" multiplicity=2 lumo_ev="4.40 / 4.31" e_homo_ev="1.089 / -2.606" total_charge=-1 max_force_ha_per_bohr=0.109 relative_energy_kcal_mol=35.2 total_energy_ev=-6380.5979
C -1.1089 -0.5587 0.4412
C 0.2698 0.5582 -1.0776
C -2.2558 -0.0670 -0.3733
C 0.1642 -0.2249 0.1065
C 1.3214 -0.6026 1.0165
C 2.4978 0.0351 0.9509
H 1.1926 0.9397 -1.4150
H -3.2170 -0.4862 -0.0689
H 0.2454 -0.1548 -1.9708
H -0.3473 1.4891 -0.8519
H 3.3042 -0.1806 1.5800
H -2.0780 -0.0679 -1.4330
H -2.5181 1.0157 -0.1516
H -1.2377 -1.1443 1.3134
H 1.0708 -1.3123 1.8412
H 2.6967 0.7614 0.0924

---

No. 6
16
Properties=species:S:1:pos:R:3 method="wB97M-V/def2-TZVPD" multiplicity=1 lumo_ev=1.07 e_homo_ev=-8.705 total_charge=0 max_force_ha_per_bohr=0.004 relative_energy_kcal_mol=24.8 total_energy_ev=-6382.7848
C -2.3574 0.2549 0.4233
C -0.2935 1.3963 -0.4611
C -1.5188 1.2890 0.3441
C 0.5434 0.4388 -0.8724
C 1.8508 -1.0946 0.5121
C 0.6553 -1.0015 -0.4561
H -2.1890 -0.6798 -0.1015
H -0.0412 2.4146 -0.7561
H -1.7928 2.1990 0.8758
H 2.3741 -2.0545 0.4673
H 0.8245 -1.6305 -1.3398
H 2.5784 -0.3058 0.2848
H -0.2492 -1.3758 0.0296
H -3.2703 0.3169 1.0064
H 1.5084 -0.9312 1.5394
H 1.3773 0.7641 -1.4959

---

No. 7
16
Properties=species:S:1:pos:R:3 method="wB97M-V/def2-TZVPD" multiplicity=1 smiles="C=C/C(C)=C/C" lumo_ev=1.03 e_homo_ev=-8.326 total_charge=0 max_force_ha_per_bohr=0.041 relative_energy_kcal_mol=34.1 total_energy_ev=-6382.3804
C 0.4699 -0.7657 2.5371
C 1.2629 0.3881 -0.9862
C 0.3305 -0.1016 0.0995
C -1.6788 0.3738 -1.3824
C 0.9946 -0.3333 1.4019
C -0.9555 -0.2215 -0.2359
H 0.8639 -0.8167 3.5380
H 1.2985 -0.3591 -1.7917
H 2.2549 0.7971 -0.7963
H -0.5871 -1.0429 2.5225
H 0.8682 1.2232 -1.5955
H -1.3575 -0.1720 -2.2863
H -1.5700 -0.7902 0.4657
H -1.4340 1.4201 -1.5726
H 1.9974 0.0828 1.3566
H -2.7578 0.3179 -1.2744

---

No. 8
16
Properties=species:S:1:pos:R:3 method="wB97M-V/def2-TZVPD" multiplicity=1 smiles=C[C@@]12CC[C@@H]1C2 lumo_ev=1.22 e_homo_ev=-9.082 total_charge=0 max_force_ha_per_bohr=0.011 relative_energy_kcal_mol=44.5 total_energy_ev=-6381.9299
C -1.7325 -0.4300 0.7970
C -0.3525 -0.0162 0.3051
C 1.4654 0.8561 -0.5416
C 1.1788 -0.2330 0.4927
C 0.3514 -1.2333 -0.2096
C -0.0497 1.1934 -0.5823
H 0.0867 -2.1003 0.3959
H -0.5578 1.1880 -1.5528
H -2.0364 -1.2868 0.1739
H 1.8017 -0.4822 1.3481
H 1.8494 0.4477 -1.4857
H -1.8025 -0.7670 1.8348
H -0.2234 2.1692 -0.1069
H -2.4618 0.3592 0.6023
H 2.1249 1.6658 -0.2239
H 0.3548 -1.3900 -1.2836

---

Which value of multiplicity does entry 6 give? 1